# C11H35AsF6O6

A structure of composition C11H35AsF6O6 in a non-equilibrium geometry (the ωB97M-V functional and the def2-TZVPD basis, the Open Molecules 2025 dataset).

For the molecular weight, the calculation gives 452.30 g/mol. For the LUMO energy, the calculation gives 0.02 eV. For the gap between HOMO and LUMO, the calculation gives 10.251 eV. The HOMO energy is -10.23 eV. As for the relative energy (zero: lowest compared OMol25 entry of this formula, charge and spin): 272.73 kJ/mol.

Geometry as ORCA input:
```
! RIJCOSX wB97M-V def2-TZVPD def2/J DEFGRID3
* xyz 0 1
O -0.262 -0.013 -0.035
H 0.692 0.096 -0.036
H -0.556 -0.768 0.479
H -0.635 0.823 0.255
As 2.818 3.376 1.223
F 2.721 4.569 -0.149
F 3.767 2.222 0.187
F 2.859 2.113 2.555
F 1.931 4.438 2.378
F 1.333 2.577 0.677
F 4.248 4.108 1.899
C 1.604 0.888 -4.917
C 1.110 -0.049 -3.790
O 0.899 0.715 -2.667
H 2.594 1.299 -4.718
H 0.853 1.590 -5.277
H 1.852 0.331 -5.821
H 1.778 -0.863 -3.509
H 0.133 -0.495 -3.974
H 1.417 1.509 -2.816
C -2.527 -0.307 3.778
C -1.197 -0.925 3.347
O -1.467 -1.309 2.032
H -2.326 0.211 4.716
H -3.283 -1.026 4.093
H -3.023 0.379 3.092
H -0.953 -1.775 3.984
H -0.420 -0.166 3.440
H -2.209 -1.912 2.111
C -2.639 1.629 -0.929
C -2.125 2.626 0.145
O -1.471 2.071 1.234
H -3.178 2.155 -1.717
H -3.305 0.908 -0.455
H -1.893 1.100 -1.523
H -2.845 3.367 0.493
H -1.314 3.235 -0.254
H -1.492 2.640 2.007
C -3.967 -3.225 -1.649
C -3.191 -1.941 -2.036
O -2.015 -1.944 -1.268
H -3.476 -4.196 -1.716
H -4.736 -3.399 -2.402
H -4.562 -3.177 -0.737
H -3.757 -1.090 -1.657
H -2.926 -1.789 -3.082
H -1.621 -2.816 -1.343
C 2.003 -2.390 1.255
C 2.917 -1.183 1.543
C 4.310 -1.394 1.064
O 2.355 -0.081 0.807
H 1.009 -2.178 1.648
H 2.244 -3.299 1.808
H 2.004 -2.638 0.194
H 2.922 -0.835 2.575
H 5.012 -0.694 1.517
H 4.323 -1.257 -0.018
H 4.619 -2.427 1.221
H 3.044 0.584 0.738
*
```

Atom charges from the Mulliken analysis, given in e for atoms 1 to 8: 0.714, 0.304, 0.213, 0.191, 1.935, -0.503, -0.569, -0.512